[1]
9
Properties=species:S:1:pos:R:3:lowdin_charge:R:1 method="wB97M-V/def2-TZVPD" energy_ev=-9830.821 spin_multiplicity=2 gap_ev="5.34 / 6.30"
O -0.40657 -1.05238 -1.42682 -0.41
C 0.42033 -1.54710 -0.50021 -0.52
C 0.17685 -0.97527 0.93439 -0.15
O -0.86828 -0.51496 1.29053 -0.08
Cs -2.66108 1.10231 -1.02459 0.92
H 1.51389 -1.35962 -0.64458 0.09
H 0.35381 -2.64940 -0.31807 0.10
C 0.38744 3.14002 0.58324 0.01
O 1.08362 3.85641 1.10611 0.05

=====

[2]
43
Properties=species:S:1:pos:R:3:nbo_charge:R:1 method="wB97M-V/def2-TZVPD" energy_ev=-59202.739 smiles="CN(C)S(=O)(=O)c1ccc2c(c1)N(CCCCl)c1ccccc1S2" gap_ev=7.88
C -1.27301 -2.95366 -4.51743 -0.42
N -0.54503 -1.73911 -4.24236 -0.65
C -0.11814 -0.84130 -5.34435 -0.43
S 0.82704 -1.97116 -3.16357 2.19
O 2.07919 -1.91796 -3.95682 -0.93
O 0.72542 -3.29262 -2.53539 -0.92
C 0.71984 -0.53667 -1.96433 -0.25
C 1.22098 0.69558 -2.43326 -0.22
C 1.25318 1.71476 -1.51265 -0.22
C 0.75043 1.62879 -0.18724 -0.13
C 0.39300 0.39323 0.29290 0.12
C 0.28649 -0.65519 -0.62137 -0.20
N -0.13693 0.16024 1.59848 -0.46
C 0.17919 -1.06086 2.34140 -0.20
C 0.93949 -0.67434 3.64742 -0.42
C 2.19317 0.16724 3.42508 -0.40
Cl 3.45169 -0.80173 2.78619 -0.04
C -0.87199 1.19503 2.20194 0.17
C -1.92271 0.78027 3.05210 -0.23
C -2.57813 1.72459 3.76922 -0.22
C -2.22704 3.04543 3.64039 -0.22
C -1.17602 3.47538 2.81910 -0.20
C -0.47461 2.55477 2.02691 -0.23
S 0.49699 3.09676 0.67662 0.37
H -2.24380 -2.75335 -5.04115 0.21
H -0.59232 -3.61302 -5.13268 0.19
H -1.63374 -3.39688 -3.63406 0.23
H 0.28579 0.12638 -4.93210 0.22
H -0.98623 -0.51518 -5.91943 0.21
H 0.53471 -1.47307 -5.96788 0.21
H 1.68639 0.69728 -3.39679 0.24
H 1.62471 2.60583 -2.04165 0.23
H 0.03959 -1.68823 -0.25970 0.24
H -0.71091 -1.62428 2.50625 0.19
H 0.80454 -1.66640 1.80678 0.22
H 0.28260 -0.23388 4.32655 0.21
H 1.14226 -1.62345 4.08680 0.22
H 2.57920 0.58178 4.31657 0.22
H 1.93397 0.94054 2.71374 0.21
H -1.95643 -0.34337 3.19187 0.22
H -3.15861 1.42488 4.61314 0.22
H -2.80871 3.82684 4.17051 0.22
H -1.01549 4.54011 2.79423 0.22

=====

[3]
12
Properties=species:S:1:pos:R:3:nbo_charge:R:1 method="wB97M-V/def2-TZVPD" energy_ev=-8319.598 relative_energy_kj_mol=104.06 smiles=O.O.O.O gap_ev=12.06
O -16.18224 0.70608 0.87530 -0.94
H -16.12895 0.54398 1.81717 0.47
H -15.47213 1.32277 0.69736 0.47
O -20.36346 -0.60329 4.39572 -0.94
H -20.44764 0.15410 4.97494 0.47
H -20.82816 -0.34861 3.59858 0.47
O -24.04843 -0.04211 1.50563 -0.94
H -23.48530 -0.45359 0.85004 0.47
H -24.78504 -0.64571 1.60216 0.47
O -19.94027 -1.33651 -0.43048 -0.94
H -19.15661 -0.85484 -0.16576 0.48
H -20.06669 -1.10240 -1.34996 0.47

=====

[4]
71
Properties=species:S:1:pos:R:3:lowdin_charge:R:1 method="wB97M-V/def2-TZVPD" energy_ev=-62141.550 relative_energy_kj_mol=974.39 total_charge=+1 spin_multiplicity=4 gap_ev="4.43 / 4.48"
Nd 1.79951 1.88051 -1.00347 1.78
C 2.92271 3.83969 -1.40294 -0.31
C 2.61343 3.67951 -0.00220 -0.35
C 4.01081 1.94182 -0.62239 -0.33
C 3.73321 2.74975 -1.80777 -0.31
C 3.33556 2.51733 0.48384 -0.35
C 2.52982 5.00841 -2.25008 -0.01
H 1.58668 5.45160 -1.91924 0.08
H 2.42928 4.72833 -3.30210 0.09
H 3.30172 5.78627 -2.18530 0.11
C 4.31888 2.50549 -3.16202 -0.03
H 3.81322 3.10143 -3.92638 0.08
H 4.21897 1.44859 -3.42847 0.09
H 5.38490 2.76865 -3.17581 0.10
C 4.96747 0.79511 -0.57314 0.00
H 5.99372 1.18147 -0.50611 0.11
H 4.87954 0.17501 -1.46724 0.09
H 4.78473 0.16004 0.29700 0.08
C 3.46722 2.09739 1.91495 -0.01
H 4.32080 2.60491 2.38346 0.11
H 3.63068 1.02015 1.99988 0.08
H 2.57810 2.35354 2.49779 0.08
C 1.94822 4.70178 0.86841 0.00
H 2.70271 5.35797 1.32292 0.11
H 1.38378 4.23732 1.68121 0.08
H 1.26263 5.33220 0.29766 0.08
C 0.08480 1.57918 -2.38479 -0.20
C 0.08387 2.90856 -1.93779 -0.25
C -0.88226 3.45913 -0.90886 -0.13
C -0.98851 2.53976 0.31868 -0.13
C 0.32608 1.81379 0.59199 -0.24
C 0.59325 0.49269 0.16049 -0.23
C -0.36788 -0.30006 -0.69669 -0.14
C -0.88335 0.50450 -1.91628 -0.13
H -1.86985 3.62066 -1.36922 0.14
H -1.78827 1.80534 0.18036 0.11
H -0.52787 4.44601 -0.59333 0.10
H -1.85212 0.96471 -1.68998 0.12
H 0.55761 1.38877 -3.34192 0.12
H 0.48208 3.64765 -2.62794 0.12
H -1.05486 -0.18681 -2.74617 0.13
H 0.15970 -1.18527 -1.05675 0.12
H 1.27589 -0.10761 0.75933 0.14
H -1.21788 -0.64864 -0.08923 0.12
H -1.26364 3.12955 1.19993 0.13
H 0.83137 2.13440 1.49845 0.10
P -3.19215 -3.43072 0.36634 0.79
P -2.21615 -5.44354 2.59933 0.78
C -4.43238 -4.66455 1.01378 -0.44
C -3.76643 -5.88567 1.66074 -0.46
H -5.04320 -4.98619 0.16099 0.07
H -5.10449 -4.16397 1.72437 0.08
H -4.45773 -6.34590 2.37788 0.07
H -3.52814 -6.64672 0.90487 0.08
C -1.61230 -7.15131 3.00713 -0.33
H -0.79254 -7.08081 3.72940 0.03
H -1.22030 -7.63279 2.10610 0.03
H -2.40653 -7.77847 3.43100 0.04
C -2.99244 -5.02087 4.23152 -0.32
H -3.67640 -5.80484 4.57921 0.04
H -3.54682 -4.08150 4.13913 0.02
H -2.20883 -4.87615 4.98204 0.03
C -3.54918 -3.60580 -1.44670 -0.32
H -3.01069 -2.83077 -2.00159 0.01
H -4.62045 -3.52057 -1.66706 0.04
H -3.19119 -4.57935 -1.79642 0.04
C -4.13035 -1.86142 0.68934 -0.32
H -4.14397 -1.64975 1.76269 0.03
H -5.16306 -1.91626 0.32252 0.04
H -3.62156 -1.02860 0.19298 0.00
F 2.01083 2.55592 -3.43236 -0.49

=====

[5]
57
Properties=species:S:1:pos:R:3:nbo_charge:R:1 method="wB97M-V/def2-TZVPD" energy_ev=-30463.428 relative_energy_kj_mol=173.75 total_charge=-1 gap_ev=7.05
C 1.40828 -2.34793 1.48363 -0.42
C 0.93210 -1.55415 0.69808 -0.10
B 0.28172 -0.47020 -0.30006 -0.02
C 1.44196 0.25332 -1.20763 -0.60
C 2.33796 1.17116 -0.33888 -0.40
C 3.35242 1.97129 -1.15336 -0.22
N 3.86297 3.13019 -0.38942 -0.84
C -0.90264 -1.19680 -1.18421 -0.60
C -2.11765 -1.58119 -0.29557 -0.42
C -3.39001 -0.76601 -0.58363 -0.07
O -3.70821 0.10133 0.53093 -0.53
C -3.93450 1.40639 0.25009 0.81
C -4.80080 1.76738 -0.94518 -0.74
O -3.55865 2.25702 1.00844 -0.57
H 1.75767 -2.93505 2.29942 0.20
H -0.25408 0.39044 0.39130 -0.05
H 2.11132 -0.47069 -1.69520 0.18
H 1.00525 0.89648 -1.98444 0.17
H 1.67702 1.82994 0.22966 0.20
H 2.88322 0.54320 0.37328 0.20
H 2.86435 2.31841 -2.06707 0.16
H 4.17783 1.29353 -1.39184 0.17
H 4.69597 3.49016 -0.84114 0.33
H 4.15222 2.78848 0.52019 0.35
H -0.51812 -2.12120 -1.63452 0.19
H -1.23879 -0.57243 -2.02172 0.17
H -1.86722 -1.39052 0.75054 0.23
H -2.34253 -2.64830 -0.36368 0.19
H -4.23089 -1.45006 -0.74675 0.16
H -3.25246 -0.20031 -1.50301 0.17
H -4.90080 0.94540 -1.64914 0.22
H -5.77006 2.09846 -0.58215 0.23
H -4.30549 2.59068 -1.45694 0.24
C -6.41068 -1.91965 4.82145 0.53
O -7.38981 -2.39945 5.36855 -0.65
N -6.44738 -0.90677 3.94040 -0.42
C -5.24876 -0.36780 3.31315 -0.41
C -7.73606 -0.33237 3.60515 -0.41
H -5.38964 -2.28966 5.01118 0.11
H -5.13888 0.68875 3.56387 0.20
H -5.30832 -0.47012 2.23240 0.21
H -4.36869 -0.90217 3.66246 0.22
H -8.21900 0.06316 4.50003 0.21
H -8.39030 -1.09379 3.17777 0.21
H -7.59381 0.46974 2.88508 0.20
C 7.41460 0.19830 -1.12172 0.53
O 6.38075 0.39558 -0.52267 -0.60
N 7.47665 -0.17837 -2.41774 -0.44
C 8.73121 -0.40898 -3.09738 -0.40
C 6.22518 -0.35665 -3.13967 -0.42
H 8.40873 0.30761 -0.65098 0.10
H 8.83341 0.26537 -3.95130 0.19
H 8.78822 -1.43971 -3.45582 0.19
H 9.55922 -0.23224 -2.41316 0.21
H 5.65729 0.57383 -3.14769 0.22
H 5.61305 -1.11631 -2.65298 0.23
H 6.43994 -0.66117 -4.16160 0.19